(i)
The following is a quantum chemistry calculation of C5H11NO2 as an isolated structure, from the OMol25 dataset.

Each line ends with the Mulliken charge.
Positions of all 19 atoms, in Å:
1 C -0.19940 1.37437 -1.19727  -0.716
2 C 0.95050 0.66634 -1.90234  -0.390
3 O 2.12334 0.61225 -1.11288  -0.532
4 C -0.86222 0.47014 -0.13548  -0.436
5 N 0.05120 0.40490 1.05864  -0.410
6 C 0.37360 -0.96589 1.46463  -0.519
7 C -0.71869 -1.81409 1.68584  -0.126
8 O -1.90070 -1.43412 1.68331  -0.559
9 H 0.18066 2.28390 -0.72940  0.315
10 H -1.00697 1.59213 -1.90791  0.353
11 H 1.24212 1.18385 -2.81728  0.313
12 H 0.62088 -0.34337 -2.19472  0.258
13 H 1.94121 0.30562 -0.22093  0.325
14 H -1.07295 -0.49380 -0.60335  0.309
15 H -1.79435 0.91444 0.19697  0.311
16 H -0.54134 0.63942 1.85746  0.313
17 H 1.20203 -0.92676 2.15671  0.525
18 H -0.09566 -1.70636 0.52071  0.252
19 H -0.49326 -2.76296 2.19729  0.414

HOMO-LUMO gap in eV: 9.874
Net charge: 0
HOMO level in eV: -9.44

---

(ii)
The following is a quantum chemistry calculation of one molecule with the formula C5H11NO2, from the OMol25 dataset.

Each line ends with the Mulliken charge.
Positions of all 19 atoms, in Å:
1 O -0.98076 -0.83475 -2.25710  -0.636
2 C -0.85898 0.11207 -1.50046  0.721
3 N -1.24802 0.01105 -0.18413  -0.252
4 C -0.52572 0.74492 0.86732  -0.697
5 C 0.84738 0.13403 1.31422  -0.457
6 C 1.10528 -1.34753 1.06657  -0.573
7 O -0.11348 -2.09525 1.30505  -0.590
8 C -0.35304 1.43186 -2.01502  -1.177
9 H -1.33641 -0.97576 0.02842  0.334
10 H -0.25921 1.69618 0.41372  0.304
11 H -1.20643 0.84199 1.70075  0.396
12 H 0.81494 0.26955 2.37738  0.317
13 H 1.64375 0.71222 0.85694  0.306
14 H 1.81545 -1.68797 1.79967  0.373
15 H 1.49989 -1.56858 0.07774  0.338
16 H -0.11662 -2.85351 0.69782  0.325
17 H -0.22842 1.36593 -3.08692  0.332
18 H -1.08455 2.23171 -1.85084  0.339
19 H 0.58495 1.81185 -1.61111  0.299

HOMO-LUMO gap in eV: 10.176
Net charge: 0
SMILES string: CC(=O)NCCCO
HOMO level in eV: -9.40

---

(iii)
The following is a quantum chemistry calculation of one molecule with the formula C5H11NO2, from the OMol25 dataset.

Each line ends with the Mulliken charge.
Positions of all 19 atoms, in Å:
1 C -0.18467 -2.61747 -1.19474  -1.004
2 C -0.06265 -0.72377 0.25319  -1.144
3 C 0.22390 0.76159 0.41635  0.473
4 C -0.01559 1.37302 1.76487  -1.670
5 C -0.32494 1.65977 -0.69778  0.419
6 H 0.32125 -3.33673 -0.37794  0.252
7 H -0.04615 -2.90659 -2.22032  0.385
8 H -1.19256 -2.54923 -1.17247  0.386
9 H 0.98291 -1.14652 -1.20767  0.064
10 H 0.33387 -0.99218 1.12314  0.625
11 H -1.13477 -0.82178 0.55623  0.388
12 H 1.20246 0.84671 0.19522  0.470
13 H 0.36494 0.86433 2.58826  0.500
14 H 0.32698 2.47740 1.76199  0.235
15 H -0.89025 1.09710 2.02707  0.552
16 H 1.04925 2.97740 -0.63057  0.266
17 N 0.17928 -1.18578 -1.02294  -0.229
18 O 0.33409 2.82126 -0.99200  -0.405
19 O -1.46735 1.40147 -1.16991  -0.564

HOMO-LUMO gap in eV: 9.919
Net charge: 0
SMILES string: CNC[C@H](C)C(=O)O
HOMO level in eV: -9.27

---

(iv)
The following is a quantum chemistry calculation of C5H11NO2 as an isolated structure, from the OMol25 dataset.

Each line ends with the Mulliken charge.
Positions of all 19 atoms, in Å:
1 C -0.63793 1.24642 1.07222  -0.359
2 C 0.16701 -1.19076 -1.79516  -1.656
3 C 1.78998 -0.02523 -0.23627  -1.298
4 C -0.71908 0.09615 0.17355  0.571
5 C 0.35972 -0.31062 -0.58968  0.871
6 N -2.03482 -0.29578 -0.13304  -0.701
7 O 0.53319 1.90470 1.28911  -0.439
8 O -0.80312 -0.12603 2.29625  -0.658
9 H 0.46787 2.77237 0.86558  0.351
10 H 0.11812 -0.23233 2.57324  0.292
11 H -1.51999 1.88580 1.08176  0.394
12 H -2.57720 -0.34036 0.72790  0.259
13 H -2.05266 -1.22456 -0.53917  0.229
14 H 0.89435 -0.93846 -2.57199  0.425
15 H 0.31475 -2.24561 -1.53110  0.317
16 H 2.11476 0.94825 -0.61984  0.223
17 H 1.96004 -0.04037 0.84250  0.306
18 H 2.44740 -0.79058 -0.65789  0.424
19 H -0.82239 -1.09300 -2.24795  0.450

HOMO-LUMO gap in eV: 7.869
Net charge: 0
HOMO level in eV: -7.34

---

The most stable arrangement is (ii), and the next structure is 251.3 kJ/mol less stable.

---

(i)
The following is a quantum chemistry calculation of one molecule with the formula C5H11NO2, from the OMol25 dataset.

Each line ends with the Mulliken charge.
Positions of all 19 atoms, in Å:
1 C -0.99190 1.93951 0.42373  -0.857
2 C -0.85989 0.58964 -0.46404  -0.166
3 C 0.22645 -0.38748 -0.08970  1.120
4 C 1.65098 -0.29888 -0.51380  -0.709
5 C -0.10242 -1.14913 1.08669  -0.926
6 H 0.13747 2.26340 0.80892  0.244
7 H -1.69356 1.87637 1.39571  0.243
8 H -1.61153 2.58781 -0.43941  0.250
9 H -0.51808 0.91697 -1.47175  0.328
10 H -2.05112 -1.00838 -1.24152  0.314
11 H -2.65777 -0.63078 0.41728  0.297
12 H 2.11984 -1.25555 -0.21812  0.391
13 H 1.56714 -0.12710 -1.70220  0.246
14 H 3.20528 0.81151 -0.16831  0.308
15 H -1.01051 -0.88890 1.58827  0.343
16 H 0.91476 -1.40513 1.63090  0.273
17 N -2.07805 -0.14619 -0.44650  -0.685
18 O 2.27568 0.92890 0.13191  -0.503
19 O -0.20004 -1.71376 -0.14836  -0.508

HOMO-LUMO gap in eV: 9.577
Net charge: 0
SMILES string: C[C@H](N)[C@@]1(CO)CO1
HOMO level in eV: -8.80

---

(ii)
The following is a quantum chemistry calculation of one molecule with the formula C5H11NO2, from the OMol25 dataset.

Each line ends with the Mulliken charge.
Positions of all 19 atoms, in Å:
1 C -1.57781 -0.14617 1.06637  -1.138
2 N -0.70314 -0.42213 -0.08320  0.208
3 C -1.21937 0.17377 -1.38934  0.010
4 O -0.46311 -1.83939 -0.16385  -0.467
5 O -2.30319 0.70293 -1.46029  -0.468
6 H -1.32631 -2.25836 -0.30873  0.356
7 H -0.61058 -0.21407 -2.21432  0.430
8 H -1.81068 0.91473 1.07993  0.376
9 H -2.51245 -0.69160 0.94452  0.357
10 H -1.04186 -0.44344 1.96378  0.435
11 C 2.00536 -0.27319 -0.60266  -1.447
12 C 0.83829 0.47609 0.01378  0.960
13 C 1.06513 1.18092 1.17532  -1.216
14 H 0.33817 1.08646 -0.91889  0.022
15 H 2.81086 0.42889 -0.81259  0.403
16 H 2.38296 -1.01551 0.09836  0.338
17 H 1.76188 -0.78705 -1.53167  0.347
18 H 0.28620 1.75497 1.65300  0.230
19 H 2.07965 1.37214 1.49050  0.266

HOMO-LUMO gap in eV: 6.528
Net charge: 0
HOMO level in eV: -6.42

---

The most stable arrangement is (i), and the next structure is 124.4 kJ/mol less stable.

---

(i)
The following is a quantum chemistry calculation of one molecule with the formula C5H11NO2, from the OMol25 dataset.

Each line ends with the Mulliken charge.
Positions of all 19 atoms, in Å:
1 C -0.44406 -1.32180 0.68026  -0.171
2 C -1.97282 -1.32418 0.66628  -0.507
3 O -2.46685 -0.07848 0.13199  -0.561
4 C 0.10111 -0.55309 -0.48158  0.466
5 N 0.99858 0.50088 -0.32149  0.046
6 C 1.29550 1.21885 -1.55431  -0.971
7 C 1.39701 1.02820 0.95347  -0.908
8 O -0.32347 -0.78030 -1.61155  -0.662
9 H 0.05607 -2.29560 0.65394  0.345
10 H -0.12902 -0.88728 1.63142  0.098
11 H -2.52779 -2.04774 0.07564  0.277
12 H -2.35350 -1.26912 1.68618  0.299
13 H -2.21901 0.05596 -0.77949  0.317
14 H 1.48846 0.59481 -2.41787  0.308
15 H 0.39380 1.78229 -1.83236  0.299
16 H 2.13679 1.88892 -1.37830  0.363
17 H 1.06409 2.06768 0.95827  0.344
18 H 2.48043 0.97864 1.16101  0.289
19 H 1.02468 0.44137 1.77849  0.328

HOMO-LUMO gap in eV: 10.097
Net charge: 0
SMILES string: CN(C)C(=O)CCO
HOMO level in eV: -9.26

---

(ii)
The following is a quantum chemistry calculation of a 2-piece molecular cluster, C5H11NO2 overall, from the OMol25 dataset.

Each line ends with the Mulliken charge.
Positions of all 19 atoms, in Å:
1 C 1.26310 -0.68532 -0.95376  -0.182
2 C -1.80603 1.12927 0.16332  -1.644
3 C -1.04854 -1.21160 0.84705  -1.354
4 C 0.53662 0.37470 -0.34763  0.350
5 C -0.73292 0.08136 0.16231  0.996
6 N 0.82403 1.63484 -0.91935  -0.740
7 O 1.15679 -1.96846 -0.59367  -0.378
8 O 2.09895 0.33861 0.91633  -0.763
9 H 1.43038 -2.53466 -1.32610  0.354
10 H 2.05251 -0.43040 1.49989  0.244
11 H 1.80086 -0.47178 -1.87323  0.350
12 H 1.80856 1.82578 -0.75839  0.312
13 H 0.31278 2.36525 -0.44120  0.259
14 H -2.79609 0.66958 0.13227  0.440
15 H -1.75967 1.73512 1.07935  0.319
16 H -1.24702 -2.02586 0.13996  0.260
17 H -0.22563 -1.53918 1.48592  0.288
18 H -1.93551 -1.09845 1.47323  0.445
19 H -1.73319 1.81123 -0.68631  0.445

HOMO-LUMO gap (alpha / beta) in eV: 6.996 / 7.282
Net charge: 0
HOMO level (alpha / beta) in eV: -7.07 / -7.06

---

The most stable arrangement is (i), and the next structure is 335.9 kJ/mol less stable.

---

(i)
The following is a quantum chemistry calculation of one molecule with the formula C5H11NO2, from the OMol25 dataset.

Each line ends with the Mulliken charge.
Positions of all 19 atoms, in Å:
1 C 2.88164 -0.51855 -0.00234  -0.884
2 C 0.55572 0.26184 0.37651  -1.737
3 C -0.87002 0.27998 -0.30642  0.136
4 C -1.63592 1.44870 0.22250  -1.236
5 C -1.45002 -1.12850 0.04531  0.721
6 H 2.90433 -0.85234 1.11064  0.236
7 H 3.32403 0.30214 -0.07586  0.417
8 H 3.48621 -1.23177 -0.85827  0.264
9 H 1.08461 -1.44903 -0.52927  0.290
10 H 0.56073 0.10038 1.24946  1.002
11 H 0.84646 1.27472 0.54775  0.747
12 H -0.71039 0.39475 -1.36457  0.294
13 H -2.78698 1.45383 -0.05570  0.290
14 H -1.69325 1.53761 1.30151  0.308
15 H -1.23345 2.41586 -0.34263  0.325
16 H -3.10985 -0.39941 -1.03502  0.389
17 N 1.48680 -0.60388 -0.61080  -0.462
18 O -2.77850 -1.29842 -0.33609  -0.560
19 O -0.86214 -1.98789 0.66326  -0.539

HOMO-LUMO gap in eV: 9.696
Net charge: 0
SMILES string: CNC[C@H](C)C(=O)O
HOMO level in eV: -9.39

---

(ii)
The following is a quantum chemistry calculation of one molecule with the formula C5H11NO2, from the OMol25 dataset.

Each line ends with the Mulliken charge.
Positions of all 19 atoms, in Å:
1 C 0.46696 -0.52511 0.88562  -0.205
2 C 0.24061 0.38496 -0.32012  0.652
3 C -1.21521 1.04686 -0.29235  -0.872
4 C 1.32704 1.45234 -0.43534  -1.589
5 C 1.05085 -1.88927 0.33627  -0.094
6 O -0.67926 -0.81752 1.65126  -0.611
7 O -2.16481 -0.02042 -0.40323  -0.518
8 N 0.36066 -2.72146 -0.36715  -0.687
9 H -1.41022 -1.00033 1.01894  0.386
10 H -3.04341 0.38862 -0.50463  0.298
11 H 1.22310 -0.12525 1.56836  0.398
12 H 0.24954 -0.18567 -1.25642  0.259
13 H -0.57649 -2.34146 -0.55495  0.305
14 H -1.40191 1.60358 0.63127  0.318
15 H -1.34430 1.71193 -1.15215  0.444
16 H 2.08861 -2.13874 0.60990  0.380
17 H 1.01378 2.26592 -1.09710  0.393
18 H 1.57311 1.89232 0.53605  0.370
19 H 2.24135 1.01870 -0.85423  0.375

HOMO-LUMO gap in eV: 10.015
Net charge: 0
SMILES string: [H]/N=C\[C@H](O)[C@H](C)CO
HOMO level in eV: -9.42

---

(iii)
The following is a quantum chemistry calculation of a 2-piece molecular cluster, C5H11NO2 overall, from the OMol25 dataset.

Each line ends with the Mulliken charge.
Positions of all 19 atoms, in Å:
1 C 1.54174 -1.04492 -1.01217  -0.649
2 C 0.53769 0.55448 2.05720  -0.827
3 N 1.09027 0.46912 0.71249  -0.271
4 O 1.16221 -0.92274 0.34762  -0.247
5 H 2.06586 0.79150 0.74689  0.282
6 H 1.36404 -2.09079 -1.28131  0.238
7 H 0.94262 -0.41011 -1.67118  0.239
8 H 2.58805 -0.76152 -1.15484  0.317
9 H 0.73624 1.55060 2.43313  0.340
10 H -0.54574 0.45798 1.96997  0.234
11 H 0.88627 -0.21777 2.74864  0.324
12 C -2.09241 -0.86803 -0.35085  -0.588
13 O -1.96240 0.51091 -0.01050  -0.381
14 C -0.99077 1.17624 -0.60300  0.090
15 C -0.48169 1.97149 -1.38689  -0.323
16 H -2.41732 -0.98334 -1.38324  0.336
17 H -2.83083 -1.28293 0.33984  0.235
18 H -1.15707 -1.40422 -0.19897  0.246
19 H -0.43675 2.50404 -2.30283  0.405

HOMO-LUMO gap in eV: 8.991
Net charge: 0
SMILES string: C#COC.CNOC
HOMO level in eV: -8.00

---

The most stable arrangement is (ii), and the next structure is 300.8 kJ/mol less stable.

---

(i)
The following is a quantum chemistry calculation of one molecule with the formula C5H11NO2, from the OMol25 dataset.

Each line ends with the Mulliken charge.
Positions of all 19 atoms, in Å:
1 C 0.46877 0.09438 -0.06469  1.303
2 C -1.07850 1.23490 1.38527  -0.664
3 C 1.19364 0.37654 -1.39286  -1.629
4 C 1.54026 -0.29953 0.96778  -1.422
5 C -1.36762 -0.92132 -1.04539  0.141
6 O -0.13397 1.33503 0.32853  -0.412
7 O -2.21932 -1.93834 -1.19682  -0.481
8 N -0.41606 -1.07141 -0.21414  -0.571
9 H -1.93631 -2.64255 -0.58889  0.350
10 H -1.61516 -0.05420 -1.67526  0.345
11 H -2.01630 0.81201 1.01425  0.244
12 H -0.70618 0.64248 2.22411  0.265
13 H -1.28991 2.24523 1.74684  0.267
14 H 1.09163 -0.60235 1.91971  0.359
15 H 0.51717 0.83530 -2.12316  0.366
16 H 2.01009 1.09400 -1.24850  0.411
17 H 1.60626 -0.53675 -1.83425  0.383
18 H 2.20924 0.54116 1.18356  0.377
19 H 2.14229 -1.14451 0.61392  0.366

HOMO-LUMO gap in eV: 10.702
Net charge: 0
SMILES string: COC(C)(C)/N=C/O
HOMO level in eV: -9.81

---

(ii)
The following is a quantum chemistry calculation of a 2-piece molecular cluster, C5H11NO2 overall, from the OMol25 dataset.

Each line ends with the Mulliken charge.
Positions of all 19 atoms, in Å:
1 C -1.03914 0.71968 -0.23895  0.455
2 C 1.89952 0.61736 1.11964  -0.166
3 C -0.00925 -1.27734 0.78116  -0.910
4 C -2.10384 -0.16231 -0.85217  -1.396
5 N -0.03238 0.17664 0.70842  -0.288
6 C 0.25924 0.85133 -0.91084  -0.360
7 O 2.58692 0.08643 0.20956  -0.673
8 O 0.85457 -0.03139 -1.68327  -0.570
9 H 1.79124 -0.15137 -1.16455  0.482
10 H -1.43104 1.66492 0.13000  0.318
11 H 1.81615 0.13762 2.10082  0.360
12 H 1.74062 1.70326 1.16103  0.299
13 H 0.78829 1.79493 -0.78235  0.422
14 H 0.75202 -1.61828 1.48254  0.286
15 H -0.96820 -1.65330 1.13940  0.374
16 H 0.23554 -1.76192 -0.17004  0.323
17 H -2.77094 -0.54932 -0.08173  0.333
18 H -1.66751 -0.98664 -1.41175  0.338
19 H -2.70182 0.43968 -1.53689  0.374

HOMO-LUMO gap in eV: 9.964
Net charge: 0
SMILES string: C[C@@H]1[C@H](O)N1C.C=O
HOMO level in eV: -9.06

---

(iii)
The following is a quantum chemistry calculation of a 2-piece molecular cluster, C5H11NO2 overall, from the OMol25 dataset.

Each line ends with the Mulliken charge.
Positions of all 19 atoms, in Å:
1 O 2.59806 0.46228 -1.15578  -0.498
2 C 1.84786 -0.44372 -0.89586  0.202
3 C 2.22354 -1.64556 -0.06237  -0.434
4 N 1.48210 -1.55692 1.20556  -0.549
5 H 0.81240 -0.44548 -1.27397  0.228
6 H 1.86655 -2.52956 -0.59533  0.297
7 H 3.30888 -1.68784 0.06036  0.315
8 H 1.67250 -2.37710 1.76903  0.231
9 H 1.84726 -0.77594 1.74216  0.215
10 O -1.62122 -0.03323 -1.37810  -0.524
11 C -1.46336 0.32867 -0.23767  0.026
12 C -1.98992 1.60901 0.33056  -0.332
13 C -2.86928 1.35136 1.55678  -1.135
14 H -0.89552 -0.31631 0.46441  0.426
15 H -2.55941 2.13268 -0.43761  0.287
16 H -1.14292 2.24125 0.61384  0.260
17 H -3.71183 0.70920 1.29691  0.332
18 H -3.29248 2.28368 1.93084  0.318
19 H -2.31327 0.89689 2.37720  0.334

HOMO-LUMO gap in eV: 10.499
Net charge: 0
SMILES string: CCC=O.NCC=O
HOMO level in eV: -9.71

---

The most stable arrangement is (i), and the next structure is 38.4 kJ/mol less stable.